7 unconnected molecules or ions with the total composition C5H23NO7S in a non-equilibrium geometry, computed with ωB97M-V/def2-TZVPD.

Each line ends with the Löwdin charge.
Positions of all 37 atoms, in Å:
H (-3.505, 2.313, -0.380)  0.08
H (0.791, -0.016, 2.427)  0.08
H (-2.721, -1.804, 1.448)  0.08
O (-0.669, -1.122, -2.062)  0.15
H (-1.525, -0.903, 2.459)  0.08
H (0.392, -3.034, 1.338)  -0.14
C (-2.682, 2.473, -1.078)  -0.04
N (-2.162, 0.300, -0.100)  0.14
H (-0.703, 3.522, 2.287)  0.07
H (-1.500, 0.860, -1.990)  0.14
O (1.899, 2.830, 0.124)  -0.06
H (-0.356, -0.175, 0.485)  0.12
C (-1.687, -1.450, 1.540)  -0.40
H (-2.971, 2.588, -2.127)  0.08
H (2.999, -2.411, 1.280)  0.06
O (2.416, -1.764, 0.858)  -0.07
H (-0.679, 1.710, -0.631)  0.11
O (2.516, 1.903, -2.332)  -0.07
S (-0.941, -3.204, 1.588)  0.75
O (0.913, 0.800, 1.908)  -0.05
O (-0.322, 3.120, 1.503)  -0.07
H (-2.211, 3.436, -0.816)  0.09
H (1.674, 1.934, -2.812)  0.04
H (1.090, 3.230, 0.524)  0.03
H (-0.075, 2.181, 1.726)  0.02
H (2.508, -1.771, -0.110)  0.01
C (-1.644, 1.334, -1.002)  -0.19
H (2.428, 2.294, -1.445)  -0.02
C (-1.001, -1.635, -1.037)  -0.15
O (3.154, -1.154, -1.990)  -0.05
H (-2.986, -0.131, -0.579)  0.18
H (2.810, -1.720, -2.683)  0.05
C (-1.233, -0.801, 0.250)  -0.34
H (2.723, 3.267, 0.337)  0.07
H (-1.297, -2.686, -1.017)  0.13
H (1.528, 0.606, 1.194)  0.05
H (2.818, -0.251, -2.101)  0.01

Output
Charge: +1
LUMO level (alpha / beta), eV: -4.1 / -8.0
Expectation value of S²: 0.762
2S+1: 2
HOMO-LUMO gap (alpha / beta), eV: 9.06 / 5.05
HOMO level (alpha / beta), eV: -13.12 / -13.05